Entry 1:
{
  "formula": "C2H11N2O2",
  "method": "ωB97M-V/def2-TZVPD",
  "gap_ev": 9.9,
  "homo_energy_ev": -13.016,
  "e_above_lowest_kcal_mol": 60.6,
  "energy_ha": -342.491879,
  "largest_force_ev_per_a": 4.3,
  "total_charge": 1,
  "lumo_ev": -3.2,
  "elements": ["C", "C", "N", "N", "H", "H", "H", "H", "H", "H", "H", "H", "H", "O", "H", "H", "O"],
  "xyz": [[-1.1836, 0.0639, -0.5447], [-0.9076, 1.2799, 0.0005], [-0.3101, 1.3825, 1.4007], [-1.1793, -0.2928, -1.8379], [-1.0272, -0.8470, 0.1724], [-0.3348, 2.1401, -0.5515], [-0.4149, 2.3083, 1.8979], [-0.7851, 0.5555, 1.8581], [0.7042, 1.0439, 1.4497], [-1.7998, 0.3057, -2.4224], [-1.4110, -1.2598, -1.9994], [3.8017, 0.5499, 1.9214], [3.5499, 1.9699, 2.1064], [3.0902, 1.1560, 2.1097], [-0.0278, -3.0044, -1.7971], [-0.8527, -4.1348, -2.0248], [-0.9122, -3.2171, -1.7392]],
  "forces_ev_per_angstrom": [[2.5, -1.0, 3.3], [2.7, 2.4, -1.3], [-0.2, -2.8, 0.3], [-2.1, 1.1, -1.3], [-0.8, 1.5, -1.1], [-2.1, -1.7, 0.4], [-0.2, -1.5, -0.6], [0.3, 1.7, 0.5], [-1.0, 1.2, -0.3], [1.1, -0.4, 0.3], [-0.1, -0.4, 0.0], [0.2, -0.7, -0.1], [0.5, 1.7, 0.1], [-1.0, -1.0, -0.1], [3.2, 1.2, -0.1], [-0.7, -0.2, 0.0], [-2.4, -1.0, 0.1]],
  "lowdin_charge": [-0.21, -0.13, 0.13, 0.09, 0.16, 0.15, 0.19, 0.17, 0.15, 0.15, 0.06, 0.05, 0.02, -0.03, 0.00, 0.07, -0.02]
}

***

Entry 2:
{
  "formula": "C2H11N2O2",
  "method": "ωB97M-V/def2-TZVPD",
  "gap_ev": 9.5,
  "homo_energy_ev": -12.652,
  "e_above_lowest_kcal_mol": 47.6,
  "energy_ha": -342.512587,
  "largest_force_ev_per_a": 2.4,
  "total_charge": 1,
  "lumo_ev": -3.1,
  "elements": ["C", "C", "N", "N", "H", "H", "H", "H", "H", "H", "H", "H", "H", "O", "H", "H", "O"],
  "xyz": [[-0.1790, -0.1190, -0.4728], [0.8422, -0.9916, -0.6697], [0.6410, -2.3807, -0.1907], [-0.3916, 0.9939, -1.1992], [-0.8818, -0.5962, 0.2154], [1.8730, -0.7139, -0.8343], [-0.1063, -2.8361, -0.7084], [1.3859, -3.0706, -0.2405], [0.4188, -2.3195, 0.8488], [0.0485, 0.9853, -2.1036], [-0.9033, 1.7788, -0.8404], [0.4133, -0.5495, 2.5992], [0.0244, -2.0137, 2.8513], [0.6414, -1.4464, 2.3609], [-0.5800, 4.2942, -0.8118], [-1.8228, 4.9200, -0.3619], [-1.4238, 4.0650, -0.4424]],
  "forces_ev_per_angstrom": [[0.5, -2.3, -0.3], [0.8, 0.6, 0.0], [-0.8, -0.2, 1.3], [0.3, -0.5, 0.6], [-0.9, 1.1, -0.1], [-0.1, -0.2, -0.8], [-0.3, 0.1, 0.1], [0.8, 0.6, -0.3], [0.1, 0.1, -0.8], [0.0, 0.6, 0.1], [-0.3, 0.2, -0.2], [0.0, 0.4, 0.1], [0.3, 0.3, 0.3], [-0.4, -1.0, 0.0], [0.8, 0.0, -0.3], [-0.8, 0.7, 0.2], [0.1, -0.8, 0.0]],
  "lowdin_charge": [-0.20, -0.11, 0.15, 0.13, 0.12, 0.12, 0.16, 0.17, 0.11, 0.12, 0.08, 0.07, 0.09, -0.03, 0.03, 0.04, -0.04]
}

***

Entry 3:
{
  "formula": "C2H11N2O2",
  "method": "ωB97M-V/def2-TZVPD",
  "gap_ev": 10.6,
  "homo_energy_ev": -13.633,
  "e_above_lowest_kcal_mol": 35.9,
  "energy_ha": -342.531246,
  "largest_force_ev_per_a": 3.1,
  "total_charge": 1,
  "lumo_ev": -3.0,
  "elements": ["C", "C", "N", "N", "H", "H", "H", "H", "H", "H", "H", "H", "H", "O", "H", "H", "O"],
  "xyz": [[-1.1094, -0.0859, -0.7251], [-1.6876, 1.0097, -0.2461], [-0.8724, 1.9697, 0.4171], [0.2209, -0.4437, -0.1939], [-1.4540, -0.8221, -1.4288], [-2.7285, 1.2406, -0.3876], [-0.2752, 2.3940, -0.2847], [-1.4851, 2.6955, 0.7694], [0.2893, 0.0007, 0.7414], [1.0744, -0.0230, -0.5737], [0.4120, -1.4126, -0.1354], [0.3515, -3.3704, -2.1342], [0.9753, -3.2380, -0.7715], [0.7208, -2.7076, -1.5383], [1.3082, 0.9737, 2.7298], [2.4971, 1.2122, 1.8008], [1.7626, 0.6074, 1.9607]],
  "forces_ev_per_angstrom": [[0.4, -0.7, -0.1], [1.0, 0.2, -0.3], [-1.1, -0.3, -0.2], [0.4, 2.8, 1.2], [-0.5, 0.0, 0.2], [-0.2, -0.1, -0.3], [0.2, 0.1, 0.2], [0.3, 0.1, 0.2], [0.0, -0.3, 0.1], [-0.3, -0.1, -0.9], [-0.3, -1.3, -0.2], [0.0, 0.1, -0.2], [0.2, -0.2, -0.2], [-0.1, -0.4, 0.3], [0.1, 0.0, 0.0], [0.0, -0.1, 0.1], [-0.1, 0.1, 0.0]],
  "lowdin_charge": [-0.06, -0.14, 0.05, 0.16, 0.12, 0.12, 0.11, 0.10, 0.11, 0.17, 0.09, 0.07, 0.07, -0.04, 0.07, 0.07, -0.05]
}

***

Entry 4:
{
  "formula": "C2H11N4",
  "method": "ωB97M-V/def2-TZVPD",
  "gap_ev": 9.6,
  "homo_energy_ev": -12.741,
  "e_above_lowest_kcal_mol": 74.9,
  "energy_ha": -301.512321,
  "largest_force_ev_per_a": 6.2,
  "total_charge": 1,
  "lumo_ev": -3.2,
  "elements": ["C", "C", "N", "N", "N", "N", "H", "H", "H", "H", "H", "H", "H", "H", "H", "H", "H"],
  "xyz": [[-0.2457, 1.8561, -0.0075], [-0.6645, 0.4345, -0.0141], [0.0531, -0.6218, 0.0291], [-2.7054, -1.1427, 0.0468], [-2.2793, 0.1857, -0.2052], [2.6928, -0.7770, -0.1241], [0.7470, 1.8230, -0.2207], [-0.5863, 2.3789, 0.9209], [-0.6691, 2.3738, -0.7407], [1.2020, -0.5695, -0.1385], [-0.4831, -1.5056, 0.1647], [-2.5158, -1.8068, -0.7017], [-3.6870, -1.1916, 0.2329], [-2.8338, 0.8458, 0.3328], [3.2590, -1.1735, 0.5829], [2.6876, -1.2066, -1.0160], [2.7499, 0.2250, -0.0928]],
  "forces_ev_per_angstrom": [[-1.2, -2.3, 3.3], [-6.1, -1.1, 0.2], [0.1, 0.5, -0.6], [1.2, -0.6, 0.5], [4.4, 0.5, -0.2], [-1.5, 1.1, 0.3], [3.2, 0.6, 0.1], [0.8, -0.7, -0.4], [-2.1, 2.0, -3.4], [-1.3, -1.2, 1.3], [0.6, 0.7, -0.1], [-0.1, 0.8, -0.4], [-0.4, 0.3, 0.3], [0.3, -0.1, 0.0], [0.5, -0.7, 0.5], [0.9, -0.2, -0.9], [0.9, 0.3, -0.6]],
  "lowdin_charge": [0.02, -0.21, 0.18, -0.02, -0.02, 0.09, 0.05, 0.14, 0.05, 0.08, 0.13, 0.09, 0.09, 0.12, 0.07, 0.07, 0.06]
}

***

Entry 5:
{
  "formula": "C2H11N4",
  "method": "ωB97M-V/def2-TZVPD",
  "gap_ev": [8.7, 9.2],
  "homo_energy_ev": [-13.419, -13.499],
  "e_above_lowest_kcal_mol": 139.0,
  "energy_ha": -301.410179,
  "largest_force_ev_per_a": 5.5,
  "total_charge": 1,
  "lumo_ev": [-4.7, -4.3],
  "elements": ["C", "C", "N", "N", "N", "N", "H", "H", "H", "H", "H", "H", "H", "H", "H", "H", "H"],
  "xyz": [[0.9083, -1.9867, 0.0304], [-0.7336, -0.0189, 0.0704], [2.4957, 1.1121, -0.1809], [-0.1689, 1.0998, -0.0238], [-1.9288, -0.5094, 0.1719], [-2.9089, 0.5326, 0.2952], [0.1957, -2.6092, -0.5196], [1.1804, -2.2497, 1.1727], [1.6862, -1.6454, -0.5154], [2.7433, 1.4409, -1.1037], [2.9371, 0.2134, 0.0044], [-0.7510, 2.0447, -0.0805], [0.8758, 1.2318, 0.1231], [-2.0463, -1.4719, -0.3185], [-3.4542, 0.7324, -0.5504], [2.6798, 1.7626, 0.5913], [-3.7104, 0.3207, 0.8334]],
  "forces_ev_per_angstrom": [[-3.4, -0.2, 4.0], [3.7, -4.0, -0.1], [-0.2, -0.2, 0.9], [-1.9, 4.4, 0.5], [-1.7, -0.6, -1.2], [-0.6, 0.4, -1.4], [0.3, 0.1, 0.5], [-1.1, 0.7, -2.9], [2.2, 1.3, -1.7], [0.3, 0.3, 0.2], [0.0, 0.5, 0.0], [1.2, -2.6, 0.2], [-0.2, -0.8, -0.8], [-0.3, 2.2, 1.4], [1.2, -0.2, -0.7], [0.6, -0.2, -0.8], [-0.2, -1.1, 1.9]],
  "lowdin_charge": [0.17, -0.21, 0.04, 0.13, -0.04, 0.05, 0.01, 0.10, -0.06, 0.06, 0.05, 0.19, 0.04, 0.20, 0.11, 0.07, 0.08]
}

***

Entry 6:
{
  "formula": "C2H11NO2S2",
  "method": "ωB97M-V/def2-TZVPD",
  "gap_ev": 8.7,
  "homo_energy_ev": -8.555,
  "e_above_lowest_kcal_mol": 11.3,
  "smiles": "NCCSS.O.O",
  "energy_ha": -1084.386800,
  "largest_force_ev_per_a": 2.0,
  "lumo_ev": 0.2,
  "elements": ["N", "C", "C", "S", "S", "H", "H", "H", "H", "H", "H", "H", "O", "H", "H", "O", "H", "H"],
  "xyz": [[-3.4212, 0.3308, 1.1011], [-2.5888, -0.6885, 0.4789], [-1.2286, -0.6814, 1.1615], [-0.1898, -1.9680, 0.3873], [1.6920, -1.4271, 0.8897], [-4.4023, 0.2795, 0.8498], [-3.1112, 1.2726, 0.9872], [-2.9658, -1.6855, 0.7213], [-2.5697, -0.4820, -0.5923], [-0.7666, 0.3048, 1.1134], [-1.2996, -0.9841, 2.2032], [1.7957, -0.2023, 0.3413], [0.5712, 3.5724, -1.5596], [1.2705, 3.0420, -1.9738], [0.0801, 3.9922, -2.2473], [3.0284, 2.7080, -2.8580], [3.4302, 3.3120, -2.2033], [3.3463, 1.8787, -2.4301]],
  "forces_ev_per_angstrom": [[-0.9, -0.6, 0.9], [-0.1, 0.5, 0.6], [0.4, -0.2, 0.0], [-0.4, 0.3, -0.7], [0.6, 0.1, 0.6], [0.3, -0.1, -0.1], [0.4, 0.4, -0.3], [-0.6, 0.1, -0.5], [0.6, -0.7, -0.2], [0.2, -0.1, -0.2], [-0.4, 0.3, 0.1], [-0.2, -0.1, -0.3], [0.5, -0.6, 1.0], [-0.2, 0.3, -0.3], [-0.3, 0.3, -0.8], [0.9, -0.7, 1.6], [-0.4, 0.3, -0.7], [-0.5, 0.3, -0.9]],
  "lowdin_charge": [-0.02, -0.37, -0.56, 0.39, 0.28, 0.07, 0.06, 0.11, 0.10, 0.07, 0.07, -0.20, -0.07, -0.01, 0.02, -0.07, 0.06, 0.07]
}

***

- Which formula does entry 5 have?
  C2H11N4